# C5H9NO

A structure of composition C5H9NO in a non-equilibrium geometry (ωB97M-V with the def2-TZVPD basis set, OMol25).

```
16
Properties=species:S:1:pos:R:3:forces:R:3:mulliken_charge:R:1
C -0.699 0.081 0.015 0.241 0.375 -0.156 0.38
C 0.205 1.363 -0.011 -0.241 -0.841 0.583 -0.60
C 1.555 0.585 -0.023 0.361 0.593 -0.109 -0.56
C 0.078 -0.775 1.024 -0.698 0.225 1.289 -0.49
C 0.027 -0.827 -1.006 -0.540 0.257 -0.426 -0.48
H -2.398 0.609 -0.741 0.170 -0.392 0.944 0.34
H 0.092 1.968 -0.891 -0.295 0.302 -0.454 0.34
H 0.066 1.988 0.890 0.024 -0.320 -0.424 0.29
H 2.168 0.763 -0.916 -0.172 0.141 0.251 0.34
H 2.138 0.836 0.871 0.055 -0.310 -0.253 0.31
H -0.412 -1.733 1.238 0.297 0.074 -0.389 0.33
H 0.306 -0.300 2.012 0.253 -0.293 -0.859 0.24
H 0.174 -0.473 -2.049 0.357 -0.086 0.654 0.27
H -0.419 -1.814 -1.010 -0.109 -0.205 -0.175 0.34
N 1.158 -0.840 -0.024 -0.045 -0.041 0.485 -0.50
O -2.101 0.184 0.097 0.343 0.519 -0.960 -0.56
```
Forces are in eV/Å.

Values from the calculation:
Energy relative to the best compared isomer or geometry (same formula, charge and spin) (kJ/mol): 236.4
Strongest force on any atom (Eh/bohr): 0.0288
Lowest unoccupied orbital energy (eV): 0.8
Kohn-Sham gap (hartree): 0.361
DFT total energy (eV): -8866.7629